1.
This record from the OMol25 dataset describes one molecule with the formula C2H3ClF2N2O. The level of theory is the ωB97M-V functional and the def2-TZVPD basis.

Its max |F| is 0.10718 Eh/bohr. The total energy is -25104.648 eV. Its SMILES is NNC(=O)C(F)(F)Cl. Its highest occupied orbital energy is -10.23 eV. The calculation puts the energy relative to the best compared isomer or geometry (same formula, charge and spin) at 56.9 kcal per mole. The LUMO energy is 0.46 eV.

CARTESIAN COORDINATES (ANGSTROEM)
C  -0.0323  0.4611  -0.9014
C  -0.2772  -1.0078  -0.6157
H  0.8697  -0.1534  1.3396
H  -0.7229  0.0768  1.7114
H  0.8210  2.3108  0.0093
N  0.2028  0.6129  1.5408
N  0.2268  1.2244  0.2031
O  -0.2154  0.9743  -2.0095
F  -0.4178  -1.7052  -1.8210
F  0.8796  -1.3625  -0.0846
Cl  -1.3344  -1.4312  0.6282

---

2.
This record from the OMol25 dataset describes a 2-piece molecular cluster, C13H21Br2INO overall. The level of theory is the ωB97M-V functional and the def2-TZVPD basis.

Its max |F| is 0.02013 Eh/bohr. The total energy is -165537.836 eV. As for the charge: +1. Its highest occupied orbital energy is -12.12 eV. The LUMO energy is -4.25 eV.

CARTESIAN COORDINATES (ANGSTROEM)
C  2.2605  -0.0547  1.3263
C  1.7116  1.3694  1.3315
C  0.3857  1.4551  0.5647
I  -0.0802  3.5394  0.2932
C  -0.7152  0.7006  1.3077
C  -1.5855  -0.1710  0.4922
N  -2.7154  -0.4304  1.0466
C  -3.7639  -1.2605  0.5626
Br  -5.4895  -0.5266  0.7971
C  -3.6348  -2.4737  0.0059
C  -4.7712  -3.3031  -0.4892
Br  -1.9379  -3.3063  -0.1156
C  -2.8166  0.3023  2.3362
C  -1.7977  1.4177  2.1460
H  1.8463  -0.6324  2.1513
H  2.0122  -0.5457  0.3903
H  3.3367  -0.0613  1.4523
H  2.4023  2.0711  0.8802
H  1.5303  1.7102  2.3522
H  0.5641  1.0404  -0.4226
H  -0.2496  0.0217  2.0325
H  -1.3054  -0.5616  -0.4725
H  -5.3031  -3.7462  0.3503
H  -4.4039  -4.1116  -1.1094
H  -5.4626  -2.7073  -1.0742
H  -3.7907  0.7381  2.5214
H  -2.6358  -0.3651  3.1761
H  -1.4136  1.7975  3.0874
H  -2.2705  2.2561  1.6480
C  4.5896  1.7080  -2.5858
C  3.5427  0.6354  -2.4430
O  2.6391  0.7365  -1.6405
C  3.6694  -0.5674  -3.3410
H  4.3857  2.5157  -1.8869
H  5.5777  1.2947  -2.3794
H  4.5817  2.1030  -3.6023
H  4.6226  -1.0666  -3.1630
H  3.6271  -0.2582  -4.3860
H  2.8580  -1.2632  -3.1407